[1]
Below is a molecular structure, C56H61IrN4O4PSi3, with properties calculated with ωB97M-V/def2-TZVPD.

Values from the calculation:
LUMO level (spin up / spin down) = -6.168 / -6.176 eV
Frontier orbital gap (spin up / spin down) = 5.91 / 5.90 eV
DFT total energy = -108962.81882 eV
ΔE to the lowest compared entry with this formula, charge and spin = 52.2 kJ/mol

Structure (ORCA input):
```
! wB97M-V def2-TZVPD RIJCOSX def2/J DEFGRID3
* xyz 2 2
H 0.070 2.421 4.204
C -0.819 1.788 4.209
P 0.465 -2.659 -1.743
Ir 0.428 1.622 0.125
C 0.771 -4.185 2.646
C 4.009 -1.353 -0.061
H -0.854 5.590 3.101
C 0.001 0.525 -2.562
C 2.062 -3.094 -2.544
H -1.029 -3.880 -3.948
H -0.732 1.111 5.065
C 2.310 4.470 2.767
H 2.079 4.002 -3.588
H -2.003 -3.226 7.064
H 2.405 -4.889 -1.408
C 2.162 -3.772 2.376
H 4.199 -1.901 -4.902
H -5.264 0.492 0.273
C -1.464 5.437 -3.261
C -2.682 -1.178 -0.368
H 3.332 4.660 3.064
H -2.585 7.221 -2.854
C 0.387 4.994 -1.791
O 0.214 1.650 -2.995
H 1.603 0.741 2.361
H 3.294 4.999 -2.737
C -0.911 -0.137 -4.725
C -0.391 4.641 -2.893
H -0.667 -7.456 -2.686
C 4.808 -0.714 -0.997
C 0.082 -3.933 3.852
C 4.014 -4.512 -2.764
C 2.816 -0.775 0.357
Si -1.964 3.234 1.393
H 1.597 -2.713 4.838
H -0.889 0.925 -4.924
H -1.619 -5.112 3.244
H -2.203 -7.602 -0.755
C -0.416 -1.961 -3.215
H -2.891 4.185 3.504
H -3.780 2.269 -1.694
H 2.049 -1.380 -3.846
C -1.952 -4.223 5.159
H -1.288 -3.545 0.265
H 4.888 1.009 -2.297
C 0.875 0.033 2.744
H -1.227 7.834 -0.882
C 2.687 2.297 -1.488
H 2.799 -4.614 2.114
H 1.458 6.134 3.831
C -2.533 4.261 -0.032
N 1.021 -1.239 2.030
H -3.254 0.777 -2.465
O 0.089 0.205 -1.303
H 5.740 -1.154 -1.319
C 2.023 3.401 1.949
C -0.310 -4.296 -1.486
H 4.305 -2.304 0.349
H -4.456 0.355 1.832
C -1.425 1.464 1.002
N 2.416 0.440 -0.073
C -1.150 -4.407 -0.380
H 0.263 -2.268 6.826
C 1.266 5.285 3.189
H -1.728 -1.434 -0.822
O 3.391 2.963 -2.373
N 1.652 2.845 -0.977
C 2.600 -2.256 -3.521
C -0.264 3.875 1.972
C 3.171 1.000 -1.027
H -1.828 -0.640 -6.594
H -1.428 -1.452 3.787
H -2.860 -0.444 3.694
H -2.345 -1.346 2.277
C -0.418 -0.584 -3.499
C 0.069 6.136 -1.063
H -3.500 2.548 3.269
H -1.933 -3.062 -6.056
Si -0.927 0.694 2.686
C -0.811 -6.598 -2.042
H -3.571 4.047 -0.288
H -3.474 -1.439 -1.076
H 2.152 4.833 -0.650
C -2.989 1.519 -1.708
H -2.073 2.011 -2.037
C -0.981 -2.822 -4.154
H -2.519 -5.644 0.717
H 5.467 -3.919 -4.230
C -0.020 4.977 2.786
C -1.444 -1.012 -5.654
C -1.987 -0.778 3.130
C 0.599 -3.128 4.902
C -0.999 6.937 -1.442
H 0.516 -5.360 -3.167
N 0.772 3.106 1.556
H -4.688 1.936 1.085
H -0.170 3.742 -3.451
C -1.840 -5.586 -0.124
H 0.504 -2.008 2.460
H 1.127 -0.162 3.792
Si -2.832 0.659 -0.050
H -4.151 3.871 2.320
C 1.987 -1.640 1.258
C -1.500 -2.362 -5.354
C 2.794 -4.222 -2.167
C 1.661 4.273 -1.453
H -2.065 5.161 -4.118
H -2.826 -1.805 0.510
C -1.218 -4.475 4.022
C -4.448 0.891 0.879
H 0.281 -4.765 1.875
H 4.555 -5.402 -2.472
C -0.147 -5.412 -2.312
C 4.355 0.475 -1.523
H -2.480 5.307 0.278
H 2.805 2.746 1.585
H -2.936 -4.657 5.271
O 2.295 -2.902 1.166
H -1.678 2.425 4.393
C -0.150 -2.878 6.033
C -1.668 -6.683 -0.951
C 2.607 4.164 -2.651
C 4.527 -3.680 -3.750
H -1.925 4.132 -0.923
C -3.234 3.469 2.754
H 2.625 -3.220 3.192
C -1.762 6.591 -2.546
C -1.427 -3.418 6.169
C 3.815 -2.549 -4.124
H 0.683 6.421 -0.215
*
```

***

[2]
Below is a molecular structure, C56H63BF15N11PSbSc, with properties calculated with ωB97M-V/def2-TZVPD.

Values from the calculation:
LUMO level (spin up / spin down) = -5.732 / -7.705 eV
Frontier orbital gap (spin up / spin down) = 7.21 / 5.23 eV
DFT total energy = -153450.29461 eV
ΔE to the lowest compared entry with this formula, charge and spin = 0.0 kJ/mol

Structure (ORCA input):
```
! wB97M-V def2-TZVPD RIJCOSX def2/J DEFGRID3
* xyz 2 2
C -2.555 2.791 5.924
F 0.802 7.251 -2.435
H 0.379 -5.591 1.040
C -5.193 -0.788 3.330
C -1.523 4.264 4.406
H -0.594 -4.612 -3.064
C -1.278 4.663 6.793
F 8.113 -1.846 1.206
F 9.112 -0.044 0.549
F 4.102 -3.279 -1.198
H 0.182 1.242 3.782
H 3.872 1.580 0.785
H -5.668 -0.112 2.619
F 2.580 7.666 -1.273
C 0.258 0.468 4.550
H -2.688 2.512 3.803
N -0.818 3.396 1.495
C -2.302 3.121 4.611
H 1.949 1.167 -6.628
C -0.641 -0.936 -3.501
H 4.666 3.392 -1.523
N -3.545 -0.557 -0.543
F 0.774 6.985 -0.290
C -1.849 -0.032 -3.719
H -0.951 -1.947 -3.223
C -2.723 -0.687 4.111
H 5.897 0.955 2.050
H -5.280 -5.406 0.148
C 6.772 -0.101 0.402
F 2.780 -0.809 -8.256
C 5.523 -0.156 -1.645
B -3.728 -1.578 0.638
H -2.009 -0.672 -5.777
C 4.651 0.998 0.307
H -2.289 3.239 8.013
C -1.020 5.014 5.466
H 1.275 3.703 1.864
C 2.386 -0.820 -5.939
C -1.512 -0.873 3.439
C 0.871 -1.328 2.907
H 1.282 0.456 4.927
C -1.395 1.394 -4.051
F 0.778 -1.269 -7.577
C 2.622 2.733 -1.746
H -0.728 5.479 1.384
C 2.970 -1.063 -3.631
H -3.390 1.344 0.922
H 2.877 -2.694 -5.019
P 3.009 0.998 -1.850
C -1.542 2.349 1.040
N -3.033 -2.900 0.236
H -5.634 -1.776 3.194
H 0.644 -2.325 2.520
N -1.694 -2.984 -0.085
H 0.023 -0.551 -2.726
F 0.833 -0.720 -0.543
H -5.433 -0.447 4.335
H -2.869 -0.508 5.162
C 2.085 -1.420 -7.294
C 0.951 4.459 -1.734
C 2.444 1.130 -4.545
H -5.900 0.419 0.405
C -2.053 3.547 7.003
C 8.016 -0.511 1.159
H -5.331 -4.106 1.339
H -2.232 2.093 -4.040
C -5.923 0.201 -0.662
H 0.898 -0.608 2.083
H 1.799 -4.249 -1.597
C 3.627 3.688 -1.577
C 0.509 3.030 1.517
H -0.400 0.752 5.372
C -4.553 0.033 -1.221
Sb 3.746 -3.762 0.577
H -4.643 0.852 -3.255
F 2.363 -2.724 -7.336
F 3.273 -1.976 0.860
N -2.415 -0.578 -1.330
F 5.444 -3.731 1.281
H -3.090 -1.548 -4.684
C 1.539 6.849 -1.393
H 5.431 -0.458 -2.679
H -0.887 5.255 7.609
N -0.740 1.328 0.769
C -1.470 -4.246 -0.476
C -5.064 -4.353 0.312
C 0.546 1.759 1.060
C -0.350 -5.400 -2.348
H 1.189 -6.412 -0.304
C 1.282 3.122 -1.812
H -4.890 -1.756 0.797
H -6.430 1.018 -1.170
C -3.714 -0.831 3.156
C 2.232 0.553 -5.783
F 8.009 -0.052 2.413
H -6.518 -0.702 -0.804
C 4.520 0.601 -1.029
C 1.954 5.404 -1.551
H -0.644 1.745 -3.343
H 2.326 2.198 -4.416
H -5.699 -3.767 -0.352
H -1.155 -6.132 -2.368
H 1.369 -3.606 0.014
F 2.720 -4.192 2.070
N -3.116 -1.076 1.972
N -1.760 -1.095 2.149
N -1.049 4.919 3.302
H 0.730 -2.859 -1.454
C -0.114 -0.912 3.995
C 0.251 -5.960 0.020
H -2.347 4.805 1.655
C 2.827 0.320 -3.469
H 0.942 -2.030 5.519
C -2.661 -0.571 -4.908
H -3.495 2.921 1.707
C 3.287 5.029 -1.475
H -0.949 1.421 -5.047
C -2.660 -4.973 -0.407
H -0.379 -2.934 4.768
C 5.782 0.652 1.019
F 3.581 -5.517 0.003
H -2.809 -6.012 -0.646
H -3.327 2.816 -0.049
H 0.502 2.377 -1.891
H 1.886 -1.359 3.302
C -4.079 0.382 -2.467
H -0.084 4.772 -1.795
H 1.397 1.115 0.923
H -0.511 -6.739 0.038
H -3.164 1.922 6.138
H 3.237 -1.691 -2.791
N -0.290 6.069 4.951
H 7.442 -1.070 -1.393
H -3.473 0.103 -5.180
C -1.292 4.712 1.910
C -3.620 -4.097 0.050
N -0.320 6.007 3.686
C 6.651 -0.498 -0.926
C 2.763 -1.628 -4.876
H 4.055 5.778 -1.339
C 0.990 -3.816 -1.007
C -0.072 -1.950 5.124
H -0.069 -1.001 -4.426
C -0.150 -4.827 -0.934
Sc -0.870 -0.937 0.180
H 0.564 -5.897 -2.678
H -0.728 -1.664 5.946
C -3.023 2.366 0.898
C -2.745 -0.035 -2.507
*
```

***

[3]
Below is a molecular structure, C56H66Ge2N2OS4V, with properties calculated with ωB97M-V/def2-TZVPD.

Values from the calculation:
LUMO level (spin up / spin down) = -2.809 / -2.099 eV
Frontier orbital gap (spin up / spin down) = 7.41 / 8.16 eV
DFT total energy = -246235.33694 eV
ΔE to the lowest compared entry with this formula, charge and spin = 0.0 kJ/mol

Structure (ORCA input):
```
! wB97M-V def2-TZVPD RIJCOSX def2/J DEFGRID3
* xyz 1 3
C 3.541 3.479 1.152
C -0.103 -0.917 4.165
S -0.846 0.696 1.449
H 3.190 -4.698 -1.807
H -1.574 3.215 -5.253
H -1.929 3.230 5.763
C -1.671 4.226 0.018
C 2.163 6.352 -2.408
C -0.622 1.685 5.040
H 3.283 -3.239 1.364
Ge -0.903 0.706 -0.785
H -2.668 1.237 4.609
C -4.745 1.311 -2.356
H 1.800 7.377 -2.481
C 2.349 -0.657 4.712
H 0.443 5.822 -0.383
C -1.163 3.628 -2.389
H -4.581 -3.671 -0.996
H 1.441 -0.870 -3.112
C 2.233 -0.485 -3.761
C -4.652 2.477 -3.090
C -4.180 1.219 1.162
H -3.431 -0.680 3.490
H 3.581 2.599 -2.762
H 0.802 -5.954 2.603
C -4.475 -2.688 -0.554
C -5.288 -3.644 1.627
H 3.653 4.532 -1.164
C 0.625 -4.934 2.919
H 5.644 -0.252 -0.682
H -1.032 -5.175 -2.191
C -2.432 1.507 -1.695
N 4.578 -1.312 -3.542
H 2.824 6.177 -3.256
H -4.526 1.193 2.194
C -4.029 -1.640 -1.351
H 4.573 -1.819 -4.412
C -1.652 0.860 4.616
C -0.336 -4.627 -0.245
H 5.284 2.227 -2.376
C 0.220 5.237 -1.268
H 2.640 -1.189 3.807
H -1.556 5.107 0.647
H -4.535 -2.353 -3.316
H 4.508 3.680 1.624
H 4.845 3.759 -3.139
H -5.026 -4.608 1.195
C -0.163 -4.933 -1.590
H -2.850 -1.996 4.513
H 3.062 0.149 4.882
H -0.689 3.797 4.655
C 1.093 -4.931 -2.177
C 3.285 -4.192 0.835
H -4.817 1.910 0.608
H -3.388 4.129 -3.612
H 2.249 -1.058 -4.685
C -2.565 -1.295 3.726
C 0.671 1.176 5.044
N 3.869 -0.084 -1.897
C -4.222 -0.158 0.559
H -4.864 -1.077 2.375
C -4.778 -2.509 0.786
H 1.691 2.413 1.543
H -5.677 0.764 -2.307
C 2.637 2.662 2.036
C 0.343 -2.612 2.353
C 0.703 4.628 -3.522
H -2.044 -3.577 0.518
C 0.583 -3.932 1.955
H -2.426 -5.089 -0.298
H 1.485 1.797 5.403
C 5.609 -1.268 -2.630
H -3.391 -1.011 -3.322
C -0.379 3.758 -3.537
C 2.196 -4.656 -1.375
C -4.627 -1.237 1.331
V 2.841 1.029 -0.581
H -1.731 -5.109 1.328
C -3.687 -1.914 -2.790
H 5.309 4.077 -0.684
C 1.269 -5.264 -3.631
H -1.332 3.364 0.601
H -4.886 -3.599 2.638
C -0.866 4.372 -1.245
C 4.530 3.014 -2.408
C 0.167 -2.308 3.705
H 2.435 -1.360 5.542
H -6.376 -3.602 1.705
Ge 0.361 -1.146 1.068
H 1.924 -4.544 -4.123
C 0.443 -4.638 4.258
H 0.477 -5.425 4.998
H -2.731 4.084 -0.188
H -5.507 2.848 -3.637
S 2.533 -0.623 0.890
C -0.650 2.919 -4.754
H -0.258 3.382 6.310
H 3.108 1.742 2.383
C 5.157 -0.505 -1.608
C -3.649 0.823 -1.647
H 1.717 -6.250 -3.755
H 0.314 -5.264 -4.154
H 6.539 -1.780 -2.782
C -3.463 3.186 -3.087
S 0.954 1.758 -1.464
H -2.318 -1.884 2.841
C 3.542 -0.597 -3.070
C -1.415 -0.437 4.175
H 3.074 4.429 0.878
O 3.823 2.784 -0.097
H 2.749 6.289 -1.490
C 1.017 5.379 -2.397
H 0.162 3.011 -5.473
C -2.349 2.722 -2.393
H 2.395 3.263 2.913
H -2.858 -2.622 -2.845
H 4.190 -4.243 0.230
H 1.994 0.555 -3.987
C -3.910 -0.370 -0.790
C -0.890 3.098 5.469
C 0.214 -3.328 4.647
S -0.461 -1.472 -1.005
H -3.168 1.634 1.157
C 0.781 -4.308 0.528
C 4.359 3.701 -1.078
C 2.065 -4.366 -0.024
H 3.339 -4.979 1.590
H 0.065 -3.084 5.691
H -0.761 1.866 -4.483
C -1.709 -4.605 0.361
H 1.315 4.723 -4.412
C 0.948 -0.116 4.621
*
```